(1)
{"formula": "C21H24N2O2S", "method": "wB97M-V/def2-TZVPD", "smiles": "O=C(NCCc1ccccc1)c1ccccc1SCC(=O)N1CCCC1", "charge": 0, "relative_energy_kcal_mol": 6.5, "lumo_ev": 0.69, "multiplicity": 1, "total_energy_ev": -40078.409, "gap_ev": 9.05, "symbols": ["O", "C", "N", "C", "C", "C", "C", "C", "C", "C", "C", "C", "C", "C", "C", "C", "C", "S", "C", "C", "O", "N", "C", "C", "C", "C", "H", "H", "H", "H", "H", "H", "H", "H", "H", "H", "H", "H", "H", "H", "H", "H", "H", "H", "H", "H", "H", "H", "H", "H"], "xyz": [[0.3226, -1.8982, -0.7481], [-0.6078, -1.2523, -0.3024], [-1.0658, -0.1175, -0.8695], [-0.4805, 0.4918, -2.0378], [-0.0494, 1.9371, -1.7488], [-1.2427, 2.7560, -1.3492], [-2.0841, 3.3128, -2.3041], [-3.2138, 4.0146, -1.9225], [-3.5201, 4.1615, -0.5800], [-2.6874, 3.6104, 0.3793], [-1.5549, 2.9121, -0.0030], [-1.4271, -1.7043, 0.8697], [-2.8087, -1.5189, 0.8447], [-3.6184, -2.0074, 1.8533], [-3.0601, -2.7031, 2.9125], [-1.6928, -2.8974, 2.9541], [-0.8782, -2.4029, 1.9442], [0.8648, -2.7329, 2.1089], [1.5193, -1.0465, 2.3769], [1.8551, -0.2440, 1.1341], [1.2981, 0.8272, 0.9291], [2.8307, -0.7131, 0.3534], [3.4466, -2.0250, 0.4204], [4.5739, -1.9504, -0.6051], [3.9771, -1.0361, -1.6712], [3.2551, 0.0118, -0.8335], [-1.7202, 0.4596, -0.3628], [0.3719, -0.1255, -2.3309], [-1.2184, 0.4815, -2.8508], [0.4190, 2.3496, -2.6440], [0.6705, 1.9273, -0.9296], [-1.8485, 3.2002, -3.3533], [-3.8578, 4.4482, -2.6740], [-4.4030, 4.7083, -0.2828], [-2.9198, 3.7267, 1.4281], [-0.8922, 2.4933, 0.7415], [-3.2623, -1.0150, 0.0035], [-4.6859, -1.8527, 1.8059], [-3.6855, -3.0930, 3.7013], [-1.2363, -3.4388, 3.7686], [2.4180, -1.1919, 2.9783], [0.7802, -0.4957, 2.9585], [2.7130, -2.7841, 0.1307], [3.8051, -2.2455, 1.4283], [4.8439, -2.9317, -0.9880], [5.4589, -1.4879, -0.1645], [4.7250, -0.5985, -2.3290], [3.2546, -1.5924, -2.2682], [2.3909, 0.4464, -1.3348], [3.9274, 0.8262, -0.5377]], "forces_ev_per_a": [[0.2, -0.1, -0.1], [-0.3, 0.2, -0.2], [-0.2, 0.3, -0.1], [0.2, 0.0, -0.2], [-0.1, -0.2, 0.0], [0.1, 0.0, 0.0], [0.0, 0.0, 0.0], [-0.1, 0.0, -0.1], [-0.1, 0.1, 0.1], [-0.1, 0.0, 0.1], [0.0, 0.0, 0.0], [-0.2, -0.2, 0.2], [0.1, 0.0, -0.1], [-0.1, 0.0, 0.1], [-0.1, 0.0, -0.1], [0.0, 0.0, -0.1], [0.5, 0.0, 0.0], [0.0, 0.1, 0.3], [-0.3, -0.4, 0.0], [0.0, -0.1, 0.5], [-0.1, 0.3, 0.0], [0.3, 0.1, -0.2], [0.0, -0.5, 0.1], [-0.1, 0.0, 0.0], [0.0, 0.0, 0.1], [-0.1, 0.4, -0.2], [0.0, -0.2, 0.1], [-0.1, 0.1, 0.0], [0.2, 0.0, 0.0], [0.0, 0.0, 0.0], [0.0, 0.0, -0.1], [0.0, 0.0, -0.1], [0.0, 0.0, -0.1], [-0.1, 0.0, 0.0], [0.0, 0.0, 0.1], [0.1, -0.1, 0.1], [0.0, 0.0, -0.1], [-0.1, 0.0, 0.0], [-0.1, 0.0, 0.1], [0.0, 0.0, 0.1], [0.0, 0.1, 0.0], [0.2, 0.1, -0.1], [0.1, 0.0, 0.1], [0.0, 0.0, 0.0], [0.0, 0.0, 0.0], [0.0, 0.0, 0.0], [0.0, 0.0, -0.1], [0.0, 0.0, -0.1], [0.1, 0.0, 0.0], [-0.1, 0.0, -0.1]]}



(2)
{"formula": "C3H3N2P", "method": "wB97M-V/def2-TZVPD", "smiles": "N#CC(P)=C=N", "charge": 0, "relative_energy_kcal_mol": 72.0, "lumo_ev": [-0.51, -0.51], "multiplicity": 1, "total_energy_ev": -15424.193, "gap_ev": [8.37, 8.37], "symbols": ["N", "C", "C", "P", "C", "N", "H", "H", "H"], "xyz": [[0.4449, -3.0425, -0.2554], [0.2018, -1.9346, -0.1742], [0.0258, -0.6729, -0.0061], [-1.3781, -0.0866, 1.0278], [0.4788, 0.4760, -0.8051], [0.8090, 1.5335, -1.4366], [-1.2165, 1.2652, 0.5298], [-0.3569, 0.1565, 2.0966], [0.9913, 2.3053, -0.9769]], "forces_ev_per_a": [[0.2, -2.4, -0.2], [1.9, -4.2, -0.8], [-0.5, 10.9, -3.0], [1.3, 1.0, 1.1], [0.6, 0.0, 0.1], [-3.7, -9.7, 0.0], [-0.4, -0.5, 0.4], [-1.4, 0.0, -0.5], [2.0, 4.9, 2.8]]}



(3)
{"formula": "C10H12N2O2", "method": "wB97M-V/def2-TZVPD", "smiles": "Cc1ccc2c(N)ccnc2c1.OO", "charge": 0, "relative_energy_kcal_mol": 75.0, "lumo_ev": 0.46, "multiplicity": 1, "total_energy_ev": -17636.342, "gap_ev": 8.46, "symbols": ["C", "C", "C", "C", "C", "C", "N", "C", "C", "N", "C", "C", "H", "H", "H", "H", "H", "H", "H", "H", "H", "H", "O", "O", "H", "H"], "xyz": [[1.7830, 1.0800, 2.2481], [0.8527, 0.3790, 1.3065], [-0.4383, 0.0520, 1.8576], [-1.3772, -0.5451, 1.0328], [-1.0730, -0.9424, -0.2678], [-2.0593, -1.5140, -1.1182], [-3.0913, -2.2008, -0.5127], [-1.8034, -1.4716, -2.4863], [-0.5776, -1.0729, -2.9872], [0.4993, -0.7513, -2.2076], [0.2224, -0.5709, -0.8469], [1.1633, 0.0952, -0.0109], [2.5125, 1.6489, 1.6790], [1.3156, 1.7513, 3.0317], [2.1659, 0.2038, 2.7766], [-0.6034, 0.4425, 2.8977], [-2.3594, -0.7307, 1.5097], [-3.8485, -2.7000, -1.1399], [-3.0772, -2.1695, 0.4772], [-2.6228, -1.8276, -3.1650], [-0.3880, -1.0893, -4.0455], [2.1485, 0.2460, -0.3294], [3.2506, 2.7098, -0.2046], [2.0402, 3.3220, 0.0134], [3.9231, 3.0593, 0.3910], [1.4422, 2.5964, 0.1007]], "forces_ev_per_a": [[-0.2, -0.1, 0.5], [-1.8, 0.4, 0.1], [0.6, 0.7, -0.7], [0.1, 0.0, 2.5], [1.4, 1.2, -1.1], [0.5, -1.0, -0.1], [-1.4, -0.4, -3.5], [-2.2, -0.7, -0.2], [2.3, 0.3, 2.1], [-1.9, 0.3, 0.3], [-1.3, -0.4, -1.0], [-1.4, -1.0, 1.2], [0.4, -0.3, 0.5], [0.2, -0.8, -1.1], [0.9, 0.5, 0.4], [-0.3, -0.8, -1.2], [0.5, 0.1, -0.6], [2.2, 1.6, 2.3], [-0.7, -0.5, 0.5], [1.0, 0.4, 0.5], [0.0, 0.0, -0.3], [1.2, 0.5, -0.9], [1.7, -1.7, -1.3], [-0.5, 2.4, 0.5], [-0.6, 0.6, 0.5], [-0.7, -1.2, 0.1]]}



(4)
{"formula": "C4H8N2O", "method": "wB97M-V/def2-TZVPD", "smiles": "NC(=O)CN1CC1", "charge": 0, "relative_energy_kcal_mol": 49.5, "lumo_ev": 0.88, "multiplicity": 1, "total_energy_ev": -9304.246, "gap_ev": 9.93, "symbols": ["N", "C", "O", "C", "N", "C", "C", "H", "H", "H", "H", "H", "H", "H", "H"], "xyz": [[-0.1362, -1.3750, -1.3934], [-0.9774, -1.3816, -0.3235], [-1.9291, -2.1358, -0.2551], [-0.7320, -0.3893, 0.8139], [0.2935, 0.6382, 0.8602], [0.4653, 1.6956, -0.0971], [1.5686, 0.7439, 0.1994], [-0.2435, -2.1337, -2.0461], [0.7789, -0.9984, -1.3001], [-1.7004, 0.1108, 0.9381], [-0.5897, -1.0284, 1.6903], [-0.0107, 1.5945, -1.0710], [0.4939, 2.7132, 0.2992], [1.8940, 0.0772, -0.5814], [2.3934, 1.0601, 0.8318]], "forces_ev_per_a": [[-0.2, -0.2, -0.1], [-0.1, -0.1, -0.1], [0.2, 0.3, 0.0], [0.0, 0.0, 0.1], [-0.1, 0.1, 0.1], [-0.2, 0.2, -0.2], [0.3, 0.2, 0.4], [-0.1, -0.1, 0.0], [0.3, 0.2, 0.0], [0.2, -0.1, 0.1], [-0.1, 0.1, 0.0], [0.0, 0.0, 0.0], [0.0, -0.3, -0.1], [0.0, -0.2, -0.2], [-0.1, -0.1, 0.0]]}



(5)
{"formula": "C28H38CrN4O5", "method": "wB97M-V/def2-TZVPD", "charge": 1, "s_squared": 3.832, "relative_energy_kcal_mol": 1.7, "lumo_ev": [-2.64, -2.68], "multiplicity": 4, "total_energy_ev": -74270.170, "gap_ev": [8.72, 8.35], "symbols": ["Cr", "C", "N", "C", "C", "O", "C", "O", "C", "C", "O", "N", "C", "C", "H", "H", "H", "H", "H", "H", "H", "H", "H", "H", "H", "H", "H", "H", "H", "H", "O", "C", "O", "C", "C", "C", "C", "C", "C", "C", "C", "C", "N", "H", "H", "H", "H", "H", "H", "N", "C", "C", "C", "C", "C", "C", "H", "H", "H", "H", "H", "H", "H", "C", "C", "C", "C", "H", "H", "H", "H", "H", "H", "H", "H", "H"], "xyz": [[-0.4011, 0.1480, -0.8465], [2.0702, -3.7935, 2.2650], [1.1056, -3.1937, 1.3435], [0.0355, -4.0857, 0.8817], [1.1583, -1.9291, 0.9572], [0.3053, -1.4602, 0.1907], [2.2788, -1.0389, 1.4720], [2.1474, 0.1954, 0.8467], [2.1911, 1.3654, 1.6140], [0.8802, 2.1232, 1.4502], [-0.0304, 1.6832, 0.7385], [0.7890, 3.2970, 2.0797], [-0.3947, 4.1395, 1.8970], [1.8938, 3.8473, 2.8671], [1.6045, -3.9808, 3.2331], [2.4112, -4.7443, 1.8556], [2.9384, -3.1595, 2.4080], [-0.4711, -4.5155, 1.7465], [-0.6764, -3.5353, 0.2795], [0.4659, -4.8932, 0.2892], [2.2247, -0.9716, 2.5620], [3.2405, -1.4880, 1.2143], [2.3611, 1.1443, 2.6708], [3.0135, 1.9958, 1.2660], [-1.0272, 3.7131, 1.1273], [-0.9574, 4.2102, 2.8285], [-0.0829, 5.1395, 1.5949], [2.3327, 3.1020, 3.5274], [2.6768, 4.2672, 2.2317], [1.5009, 4.6430, 3.4932], [-2.6828, 3.0454, -2.2966], [-2.1936, 2.0933, -1.7479], [-0.9737, 1.6461, -1.8944], [-3.0193, 1.2731, -0.7663], [-4.3960, 1.5138, -0.6478], [-5.1165, 0.7540, 0.2175], [-4.4620, -0.2132, 1.0113], [-5.1590, -0.9935, 1.9681], [-4.4926, -1.8744, 2.7644], [-3.0892, -2.0007, 2.6443], [-2.3953, -1.2736, 1.7220], [-3.0692, -0.3726, 0.8646], [-2.3710, 0.3616, -0.0713], [-4.8279, 2.2874, -1.2681], [-6.1889, 0.8840, 0.3173], [-6.2317, -0.8641, 2.0622], [-5.0295, -2.4612, 3.5000], [-2.5584, -2.6759, 3.3057], [-1.3252, -1.3557, 1.6417], [1.3492, 0.4104, -2.1089], [2.3662, 1.3789, -1.7324], [2.0043, 2.7018, -1.5192], [2.9698, 3.6159, -1.1125], [4.2839, 3.2139, -0.9032], [4.6350, 1.8873, -1.1278], [3.6784, 0.9738, -1.5501], [1.7717, -0.4592, -2.4067], [0.8082, 0.7676, -2.8931], [0.9773, 3.0068, -1.6813], [2.6901, 4.6532, -0.9689], [5.0332, 3.9311, -0.5905], [5.6593, 1.5647, -0.9898], [3.9563, -0.0606, -1.7340], [0.6298, -2.8167, -2.7851], [-0.4306, -1.8332, -3.2937], [-1.3463, -2.5455, -4.2924], [-1.2590, -1.2088, -2.1652], [1.3325, -3.0989, -3.5728], [0.1439, -3.7365, -2.4381], [1.1979, -2.4226, -1.9380], [0.0743, -1.0411, -3.8606], [-1.9323, -3.3153, -3.7792], [-0.7729, -3.0311, -5.0875], [-2.0437, -1.8457, -4.7572], [-1.6644, -2.0115, -1.5286], [-2.1144, -0.6776, -2.5940]], "forces_ev_per_a": [[0.0, 0.0, 0.0], [-0.1, 0.0, -0.1], [0.1, -0.4, 0.2], [0.2, 0.0, 0.1], [-0.1, 0.1, 0.0], [-0.1, 0.0, 0.0], [0.0, 0.0, 0.0], [0.1, 0.0, -0.1], [-0.1, -0.1, 0.1], [0.0, 0.2, -0.2], [0.1, -0.3, 0.1], [0.0, 0.0, 0.0], [0.2, 0.0, 0.1], [-0.2, 0.0, -0.1], [0.0, 0.0, 0.0], [0.0, 0.0, 0.0], [0.0, 0.0, 0.0], [0.0, 0.0, 0.0], [0.0, 0.1, 0.0], [0.0, 0.0, 0.0], [0.0, 0.0, 0.1], [0.1, 0.0, 0.0], [0.0, 0.0, 0.0], [0.0, 0.0, 0.0], [0.0, 0.0, 0.0], [0.0, 0.0, 0.0], [0.0, 0.0, 0.0], [0.0, 0.0, 0.0], [0.0, 0.0, 0.0], [0.0, 0.0, 0.0], [-0.1, 0.3, -0.1], [0.4, -0.5, 0.1], [-0.5, 0.4, -0.1], [0.2, 0.0, 0.0], [0.0, 0.1, -0.1], [-0.2, 0.0, 0.0], [-0.1, 0.0, 0.1], [-0.1, 0.1, -0.1], [0.1, -0.1, 0.1], [-0.1, 0.0, 0.1], [0.0, 0.1, -0.1], [0.2, 0.1, -0.1], [-0.2, -0.3, 0.3], [0.0, 0.0, 0.0], [0.1, 0.0, 0.0], [0.1, 0.0, 0.0], [0.1, 0.0, 0.0], [0.0, 0.0, 0.0], [0.0, 0.0, 0.0], [0.1, 0.4, 0.2], [-0.3, -0.2, -0.1], [0.0, 0.1, 0.0], [0.0, 0.0, 0.0], [0.0, 0.0, 0.0], [0.0, 0.0, 0.0], [0.1, 0.0, 0.0], [0.1, -0.1, 0.0], [0.0, 0.1, -0.1], [0.0, 0.0, 0.0], [0.0, 0.0, 0.0], [0.0, 0.0, 0.0], [0.0, 0.0, 0.0], [0.0, 0.1, 0.0], [-0.1, 0.0, 0.0], [-0.1, 0.0, 0.0], [0.0, -0.1, 0.0], [0.2, 0.0, 0.1], [-0.1, 0.0, 0.0], [0.0, 0.1, 0.0], [0.0, 0.0, 0.0], [0.0, 0.0, 0.0], [0.0, 0.0, 0.0], [0.0, 0.0, 0.0], [0.0, 0.0, 0.0], [0.0, 0.1, 0.0], [0.0, 0.0, 0.0]]}



(6)
{"formula": "C6H10N2", "method": "wB97M-V/def2-TZVPD", "charge": -1, "s_squared": 0.750, "relative_energy_kcal_mol": 0.0, "lumo_ev": [3.56, 3.51], "multiplicity": 2, "total_energy_ev": -9363.276, "gap_ev": [2.37, 8.31], "symbols": ["C", "C", "C", "C", "C", "N", "C", "N", "H", "H", "H", "H", "H", "H", "H", "H", "H", "H"], "xyz": [[-0.1830, -2.1270, -2.0070], [0.3369, -1.0783, -1.0543], [-0.7932, -0.3906, -0.2535], [-0.2613, 0.6192, 0.6975], [0.3323, 1.8261, 0.4809], [0.7064, 2.2812, 1.7090], [0.2795, 1.3821, 2.6154], [-0.3207, 0.3701, 2.0518], [0.6110, -2.5937, -2.5950], [-0.7448, -2.9002, -1.4637], [-0.9489, -1.6964, -2.6531], [0.8474, -0.3001, -1.6164], [1.0855, -1.4607, -0.3436], [-1.3666, -1.1359, 0.2906], [-1.4675, 0.0338, -1.0088], [0.5798, 2.3055, -0.4473], [1.0639, 3.2182, 1.9380], [0.2434, 1.6467, 3.6595]], "forces_ev_per_a": [[-0.5, -0.4, 0.3], [0.0, 0.4, 0.6], [0.4, -0.2, -0.9], [-0.3, -0.1, 0.4], [0.5, -0.2, -0.1], [-0.2, 0.3, 0.1], [-0.5, 0.7, 0.2], [-0.1, -0.6, -0.1], [-0.2, 0.0, 0.0], [0.4, -0.1, 0.0], [0.2, 0.2, -0.4], [0.2, 0.1, -0.1], [-0.2, -0.1, -0.2], [0.0, -0.1, 0.2], [0.0, 0.2, 0.2], [-0.1, 0.2, 0.0], [0.1, -0.1, -0.2], [0.5, -0.2, 0.1]]}